Density functional theory data (wB97M-V/def2-TZVPD) for a 2-piece molecular cluster, C7H12O3SSi overall at a distorted geometry.

Geometry (Å):
C (3.385, 0.422, 0.562)
C (2.056, 0.828, 0.801)
C (3.517, -0.645, -0.284)
C (1.227, 0.091, 0.019)
C (-1.781, 0.673, -2.594)
C (-1.078, -2.720, 0.389)
C (-1.364, 1.974, 1.891)
O (-2.010, -0.204, -1.521)
O (-1.474, -1.442, 0.701)
O (-1.730, 1.368, 0.668)
Si (-1.294, -0.033, -0.058)
S (1.929, -1.209, -0.828)
H (4.172, 0.698, 1.179)
H (1.812, 1.687, 1.266)
H (4.453, -1.058, -0.784)
H (-1.512, 0.017, -3.463)
H (-0.893, 1.271, -2.432)
H (-2.669, 1.293, -2.995)
H (-0.751, -2.798, -0.635)
H (-1.848, -3.259, 0.719)
H (-0.154, -3.055, 0.871)
H (-1.844, 1.295, 2.580)
H (-1.910, 2.898, 1.918)
H (-0.239, 1.908, 2.029)

Output
total charge: 0
lowest unoccupied orbital energy: 0.8 eV
orbital gap: 9.21 eV
electronic energy: -32308.5030 eV
energy relative to the best compared isomer or geometry (same formula, charge and spin): 0.0 kcal per mole
highest occupied orbital energy: -8.42 eV
strongest force on any atom: 0.102 hartree/bohr